Below is a molecular structure, AgH10O6 in a non-equilibrium geometry, with properties calculated with wB97M-V/def2-TZVPD.

Each line ends with the natural charge from an NBO analysis.
Atoms and positions in Å:
Ag 9.70 0.60 -31.46  1.025
O 10.19 2.26 -30.10  -0.862
H 10.64 1.79 -29.37  0.417
O 8.01 1.94 -31.99  -1.369
H 7.18 2.41 -32.22  0.436
O 8.94 -1.04 -32.99  -1.003
H 8.04 -0.98 -33.30  0.485
H 9.29 -1.81 -33.43  0.464
O 8.86 -0.90 -30.07  -1.085
H 8.03 -1.17 -29.69  0.477
H 9.48 -1.58 -29.79  0.428
O 11.80 -0.09 -30.79  -1.257
H 12.55 0.48 -30.60  0.465
H 12.12 -0.97 -30.59  0.371
O 10.98 1.60 -33.00  -0.954
H 11.44 2.43 -32.87  0.484
H 10.79 1.58 -33.94  0.477

The expectation value of S² is 2.008. Its total charge is -1. As for the calculated total energy: -604.2194 hartree. The multiplicity is 3.